Arrangement A

The following is a DFT calculation (ωB97M-V/def2-TZVPD) of a cluster of 2 separate species, C2H4FN in total.

Computed properties:
HOMO (spin up / spin down), Eh: -0.386 / -0.393
Total charge: 0

Positions of all 8 atoms, in Å:
C 0.3531 0.1421 -0.1828
C -0.8716 -0.3264 0.5414
N 0.5013 0.0378 -1.3993
F 1.2665 0.6807 0.6692
H -1.1844 0.4424 1.2460
H -0.6279 -1.2327 1.0929
H -1.6664 -0.5345 -0.1674
H 2.2293 0.7904 -1.7999

=====

Arrangement B

The following is a DFT calculation (ωB97M-V/def2-TZVPD) of a structure of composition C2H4FN.

Computed properties:
HOMO, Eh: -0.369
Total charge: 0

Positions of all 8 atoms, in Å:
C -0.5686 -0.5527 0.0907
C 1.1815 0.4812 0.0058
N -1.8905 -0.5820 0.0109
F -2.4991 0.6469 -0.0241
H 1.6023 -0.2107 0.7508
H -0.0185 -1.4192 0.1188
H 0.8226 1.4347 0.1510
H 1.3702 0.2018 -1.1039

=====

Which structure is the most stable? The one labeled arrangement A.

=====

Arrangement A

The following is a DFT calculation (ωB97M-V/def2-TZVPD) of the molecule C3H4FNO2.

Computed properties:
HOMO, Eh: -0.403
Total charge: 0
Structure (SMILES): C/C=C(\F)[N+](=O)[O-]

Positions of all 11 atoms, in Å:
C -0.4195 0.4442 -0.0528
C 0.7367 -0.2195 -0.1631
C -1.6966 -0.2406 0.1167
N 2.0186 0.3365 -0.0419
O 1.9692 1.5445 -0.1526
O 2.9730 -0.3330 0.1399
F 0.7920 -1.7637 -0.1021
H -0.1126 1.5560 -0.0906
H -2.5628 0.1595 -0.4818
H -1.6165 -1.2987 -0.1950
H -2.0815 -0.1852 1.0233

=====

Arrangement B

The following is a DFT calculation (ωB97M-V/def2-TZVPD) of the molecule C3H4FNO2.

Computed properties:
HOMO, Eh: -0.378
Total charge: 0
Structure (SMILES): O=C1NC[C@@H](F)O1

Positions of all 11 atoms, in Å:
C 1.4026 0.4076 -0.0049
C -0.8874 0.2732 -0.2269
C -0.4107 -1.0613 0.3774
N 0.2837 1.0141 -0.4013
O 2.5210 0.8656 -0.0214
O 1.1720 -0.8476 0.4201
F -0.5761 -2.1555 -0.3817
H -1.4358 0.0022 -1.1220
H -1.5817 0.9220 0.2857
H -0.6964 -1.4115 1.4119
H 0.2091 1.9912 -0.3370

=====

Which structure is the most stable? The one labeled arrangement B.

=====

Arrangement A

The following is a DFT calculation (ωB97M-V/def2-TZVPD) of a structure of composition C43H44BrN11RbSbSe.

Computed properties:
HOMO, Eh: -0.079
Total charge: -2

Positions of all 102 atoms, in Å:
Rb -1.1659 1.7427 1.6876
C -1.2066 -0.4344 -3.5266
C -2.4260 -0.3579 -2.6488
C -3.0344 -1.5113 -2.1640
C -4.1615 -1.4412 -1.3525
C -4.8150 -2.6947 -0.8325
C -4.6781 -0.1930 -1.0260
C -4.0942 0.9776 -1.4992
C -4.6561 2.3245 -1.1385
C -2.9659 0.8770 -2.3077
H -0.7848 0.5580 -3.6843
H -1.4472 -0.8548 -4.5071
H -0.4291 -1.0643 -3.0890
H -2.6104 -2.4827 -2.4062
H -5.4139 -2.4779 0.0531
H -4.0701 -3.4462 -0.5632
H -5.4705 -3.1410 -1.5861
H -5.5283 -0.1303 -0.3549
H -5.4734 2.5955 -1.8137
H -3.8867 3.0941 -1.2181
H -5.0498 2.3195 -0.1215
H -2.4917 1.7876 -2.6568
C -4.7505 -3.7514 2.7648
C -4.6992 -2.2631 2.9349
C -5.5731 -1.5639 3.6965
C -5.4653 -0.1533 3.8383
C -4.5735 0.4358 2.9764
Br -4.5869 2.3855 2.9046
N -3.7530 -0.1321 2.1318
C -3.5526 -1.5085 2.3751
H -5.6464 -4.1588 3.2383
H -3.8815 -4.2294 3.2285
H -4.7639 -4.0519 1.7123
H -6.3818 -2.0922 4.1935
H -6.1212 0.4286 4.4653
H -3.1014 -1.9802 1.4981
N 0.5767 -0.4548 4.7581
C -0.6082 -1.0833 4.4140
N -1.1915 -2.0439 5.1482
N -2.2970 -2.3558 4.4936
N -2.3304 -1.6208 3.4272
N -1.3010 -0.8007 3.3185
C 0.9091 0.6867 3.9981
N 0.6154 1.9331 4.3458
N 1.0767 2.6728 3.3296
N 1.5938 1.8911 2.4178
N 1.5065 0.6149 2.8153
H 0.6404 -0.3001 5.7530
C 0.8288 -2.5667 1.3826
C 2.1430 -3.1511 0.9503
C 2.4747 -4.4548 1.3221
C 3.6752 -5.0339 0.9408
C 4.5765 -4.3133 0.1731
C 4.2609 -3.0139 -0.2002
C 3.0590 -2.4210 0.1781
Sb 2.6016 -0.3956 -0.3896
C 4.6761 0.1933 -0.5375
C 5.3013 0.3774 -1.7666
C 6.6350 0.7591 -1.8505
C 7.3628 0.9531 -0.6897
C 6.7521 0.7663 0.5421
C 5.4142 0.3918 0.6408
C 4.7858 0.2009 1.9899
C 2.4272 -0.7811 -2.5027
C 2.4452 -2.0726 -3.0240
C 2.2596 -2.3061 -4.3810
C 2.0604 -1.2340 -5.2354
C 2.0344 0.0560 -4.7264
C 2.2003 0.3038 -3.3652
C 2.0989 1.7101 -2.8456
H 0.2997 -3.2454 2.0521
H 0.1784 -2.3747 0.5231
H 0.9699 -1.6146 1.8986
H 1.7735 -5.0186 1.9273
H 3.9064 -6.0475 1.2478
H 5.5191 -4.7541 -0.1292
H 4.9681 -2.4430 -0.7924
H 4.7432 0.2133 -2.6807
H 7.0973 0.9013 -2.8203
H 8.4036 1.2521 -0.7382
H 7.3206 0.9198 1.4531
H 5.4951 0.4231 2.7878
H 4.4404 -0.8280 2.1255
H 3.9129 0.8446 2.1173
H 2.6071 -2.9145 -2.3612
H 2.2702 -3.3202 -4.7631
H 1.9142 -1.3987 -6.2966
H 1.8590 0.8951 -5.3909
H 2.0215 2.4290 -3.6606
H 2.9644 1.9850 -2.2370
H 1.2117 1.8533 -2.2221
Se -1.0096 3.9329 -1.7697
C -0.9682 5.7605 -1.3462
C -1.1622 6.7527 -2.3184
C -1.1335 8.0886 -1.9636
N -0.9257 8.5413 -0.7251
C -0.7347 7.5975 0.2002
C -0.7447 6.2362 -0.0468
H -1.3381 6.4725 -3.3490
H -1.2884 8.8460 -2.7293
H -0.5587 7.9499 1.2134
H -0.5662 5.5460 0.7674

=====

Arrangement B

The following is a DFT calculation (ωB97M-V/def2-TZVPD) of a structure of composition C43H44BrN11RbSbSe.

Computed properties:
HOMO, Eh: -0.085
Total charge: -2

Positions of all 102 atoms, in Å:
Rb 2.7630 0.4602 -1.9602
C 4.1486 2.6744 1.5510
C 3.9742 1.1887 1.3917
C 2.8817 0.5282 1.9483
C 2.6681 -0.8282 1.7357
C 1.4968 -1.5228 2.3701
C 3.5552 -1.5355 0.9280
C 4.6640 -0.9056 0.3775
C 5.6235 -1.6591 -0.5116
C 4.8749 0.4499 0.6285
H 3.4289 3.0787 2.2684
H 4.0031 3.1641 0.5853
H 5.1571 2.9156 1.8940
H 2.1720 1.0835 2.5549
H 1.0733 -2.2574 1.6846
H 0.7368 -0.7981 2.6615
H 1.8078 -2.0714 3.2639
H 3.3507 -2.5838 0.7253
H 6.5511 -1.8803 0.0222
H 5.8893 -1.0627 -1.3872
H 5.1973 -2.6076 -0.8410
H 5.7034 0.9577 0.1475
C -2.6395 -2.9728 -1.2928
C -1.8748 -2.0561 -2.2039
C -2.3873 -1.5725 -3.3991
C -1.6282 -0.7337 -4.1995
C -0.3605 -0.4137 -3.7473
Br 0.7741 0.6852 -4.8089
N 0.1520 -0.8404 -2.6120
C -0.5921 -1.6472 -1.8588
H -3.3989 -3.5280 -1.8450
H -3.1428 -2.4042 -0.5060
H -1.9573 -3.6862 -0.8257
H -3.3856 -1.8587 -3.7133
H -1.9962 -0.3402 -5.1354
H -0.1175 -2.0294 -0.9615
N 2.3477 4.0790 -3.1288
C 3.4657 3.2355 -2.9641
N 3.9325 2.4619 -3.9437
N 4.9876 1.8409 -3.4055
N 5.1251 2.2200 -2.1587
N 4.1727 3.1132 -1.8495
C 1.0933 3.5944 -2.7004
N -0.0417 4.0601 -3.2096
N -0.9894 3.3621 -2.5692
N -0.4429 2.5259 -1.7397
N 0.9030 2.6452 -1.7941
H 2.2712 4.3738 -4.0899
C -1.8759 -2.3565 2.1941
C -3.2567 -1.7545 2.1344
C -4.3367 -2.5015 2.5969
C -5.6224 -1.9827 2.6079
C -5.8422 -0.6935 2.1506
C -4.7731 0.0601 1.6840
C -3.4746 -0.4485 1.6640
Sb -1.8396 0.7224 0.8141
C -3.0991 2.3998 0.3347
C -3.2758 3.4436 1.2385
C -4.0643 4.5410 0.9170
C -4.6884 4.5920 -0.3199
C -4.5219 3.5505 -1.2182
C -3.7328 2.4491 -0.9078
C -3.5442 1.3371 -1.8985
C -1.1314 1.4810 2.7097
C -1.5280 0.9165 3.9170
C -0.9718 1.3289 5.1227
C -0.0075 2.3219 5.1226
C 0.3904 2.8971 3.9234
C -0.1523 2.4919 2.7076
C 0.3205 3.1214 1.4298
H -1.9100 -3.4412 2.2945
H -1.3323 -1.9558 3.0534
H -1.2833 -2.1264 1.3045
H -4.1632 -3.5132 2.9482
H -6.4473 -2.5872 2.9668
H -6.8411 -0.2727 2.1533
H -4.9555 1.0651 1.3230
H -2.7902 3.4055 2.2063
H -4.1823 5.3514 1.6269
H -5.2944 5.4487 -0.5917
H -4.9903 3.6018 -2.1949
H -4.0814 1.5362 -2.8261
H -3.8949 0.3824 -1.4906
H -2.4820 1.2454 -2.1361
H -2.2873 0.1422 3.9178
H -1.2906 0.8753 6.0540
H 0.4408 2.6503 6.0531
H 1.1483 3.6735 3.9280
H 1.0010 3.9514 1.6219
H -0.5073 3.4963 0.8276
H 0.8510 2.4102 0.7920
Se 0.9838 -4.5925 -0.0488
C 2.0865 -5.3365 -1.3904
C 2.9775 -4.6025 -2.1803
C 3.7610 -5.2404 -3.1278
N 3.7488 -6.5522 -3.3765
C 2.8936 -7.2554 -2.6256
C 2.0720 -6.7160 -1.6570
H 3.0811 -3.5279 -2.0841
H 4.4482 -4.6548 -3.7342
H 2.8698 -8.3262 -2.8182
H 1.4068 -7.3546 -1.0898

=====

Which structure is the most stable? The one labeled arrangement B.

=====

Arrangement A

The following is a DFT calculation (ωB97M-V/def2-TZVPD) of a cluster of 2 separate species, C5H9NO4 in total.

Computed properties:
HOMO (spin up / spin down), Eh: -0.331 / -0.331
Total charge: 0

Positions of all 19 atoms, in Å:
C -1.0833 1.4032 -0.8966
C 0.0422 -0.0843 1.5417
C 0.3661 -1.4745 -0.5309
C 0.2626 1.8138 -0.8348
C 0.7111 -0.3115 0.2886
N 2.0444 0.0907 0.0160
O 2.5271 0.7725 0.8921
O -1.8781 1.6558 0.0658
O 2.6547 -0.1709 -0.9781
O 0.5368 2.6652 0.1521
H -1.5441 0.9056 -1.7885
H -0.9816 0.1874 1.2796
H 0.0105 -0.8801 2.4048
H 0.5579 0.7065 2.1395
H 0.9341 -2.3358 -0.1325
H 0.7023 -1.2093 -1.5884
H -0.6362 -1.6350 -0.4647
H 0.9766 1.5434 -1.5674
H -0.2725 2.8655 0.5622

=====

Arrangement B

The following is a DFT calculation (ωB97M-V/def2-TZVPD) of the molecule C5H9NO4.

Computed properties:
HOMO, Eh: -0.357
Total charge: 0
Structure (SMILES): N[C@@H](CCC(=O)O)C(=O)O

Positions of all 19 atoms, in Å:
C 1.2338 0.1968 0.0120
C 2.0396 0.4767 1.3102
C -0.3677 0.2206 0.3583
C -1.1936 0.3259 -0.9856
C -2.6833 0.2220 -0.5850
H 2.0199 -0.8246 -1.6397
H 1.1726 -1.9184 -0.3941
H 1.4401 1.0908 -0.5747
H -0.6217 -0.6823 0.9446
H -0.5788 1.2230 0.9163
H -1.2263 1.3280 -1.5393
H -0.9493 -0.5357 -1.5170
H -3.7401 -0.6060 0.7144
H 3.1216 -0.9374 0.8209
N 1.7276 -1.0622 -0.6595
O 1.7223 1.4580 1.9034
O -3.5180 0.7019 -1.3136
O -2.7980 -0.4772 0.7804
O 3.1995 -0.1999 1.4480

=====

Arrangement C

The following is a DFT calculation (ωB97M-V/def2-TZVPD) of the molecule C5H9NO4.

Computed properties:
HOMO, Eh: -0.369
Total charge: 0
Structure (SMILES): N[C@@H](CCC(=O)O)C(=O)O

Positions of all 19 atoms, in Å:
C -0.0319 -0.5209 0.9829
C 0.4724 0.8412 1.4337
C -0.5421 -0.4927 -0.4638
C 0.6068 -0.4151 -1.5087
C 0.3643 0.6894 -2.5578
H -1.9785 -0.6071 1.7747
H -1.0704 -1.9791 2.0373
H 0.7915 -1.1821 1.0386
H -1.2202 0.3311 -0.6436
H -1.1080 -1.3638 -0.6601
H 1.5407 -0.2115 -1.0020
H 0.7462 -1.3728 -2.0306
H 0.6422 1.8641 -1.1285
H -0.0526 0.2609 3.1044
N -1.0211 -0.9715 1.9792
O 0.9241 1.6925 0.6910
O 0.1498 0.4593 -3.7220
O 0.3871 1.9250 -2.0429
O 0.3997 1.0531 2.7182

=====

Arrangement D

The following is a DFT calculation (ωB97M-V/def2-TZVPD) of the molecule C5H9NO4.

Computed properties:
HOMO, Eh: -0.362
Total charge: 0
Structure (SMILES): CC(=O)C[C@@H](C)O[N+](=O)[O-]

Positions of all 19 atoms, in Å:
N 0.9802 -1.2331 1.7240
O 1.6625 -0.3465 2.2181
O 1.1280 -2.4332 1.6979
C 0.1001 1.6480 1.4891
C 0.0660 0.5084 0.5358
C -0.8307 0.7055 -0.6868
C -1.1381 -0.6002 -1.4500
O -2.2655 -1.0550 -1.5437
C 0.0960 -1.1948 -2.0643
O -0.3427 -0.7250 1.1382
H 0.0168 2.5962 0.9538
H -0.6953 1.6017 2.2382
H 1.0701 1.6623 1.9752
H 1.0750 0.3583 0.1403
H -1.7876 1.1284 -0.3590
H -0.3396 1.3907 -1.4016
H 0.6963 -0.3982 -2.5169
H 0.6875 -1.6769 -1.2781
H -0.1789 -1.9366 -2.8102

=====

Which structure is the most stable? The one labeled arrangement C.